DFT (ωB97M-V/def2-TZVPD) results for an isolated ion of composition C5H10N and charge +1.

Computed properties:
energy above the lowest of the compared OMol25 structures with the same formula, charge and spin	135.1	kJ/mol
SMILES	C/C=C/C=[NH+]/C
HOMO-LUMO gap	9.259	eV
total charge	+1

Element x y z (Å)
C  -1.8196  -2.4519  0.4591
C  -1.0396  -1.4021  -0.1388
C  -0.5011  -0.4794  0.6381
C  0.4650  0.6757  0.3589
N  1.0463  1.2121  -0.7242
C  1.7605  2.4584  -0.6387
H  -1.1369  -3.1788  0.3101
H  -2.7590  -2.6702  -0.1269
H  -1.9568  -2.2535  1.4776
H  -0.8776  -1.4847  -1.1722
H  -0.6349  -0.6030  1.6513
H  0.6839  1.2867  1.2233
H  1.0429  0.6557  -1.5471
H  2.7811  2.2440  -0.2963
H  1.7431  2.9886  -1.6487
H  1.2027  3.0024  0.1746

Atoms 1-3, force components in eV/Å:
C -2.9 1.4 -1.5
C -0.1 1.0 -0.2
C 3.2 2.8 -1.9


DFT (ωB97M-V/def2-TZVPD) results for a 2-piece molecular cluster, C5H15N2O overall.

Computed properties:
energy above the lowest of the compared OMol25 structures with the same formula, charge and spin	127.9	kJ/mol
HOMO-LUMO gap	11.168	eV
total charge	+1

Element x y z (Å)
C  -1.9921  0.2707  -1.3953
C  -0.6101  0.1113  -0.8102
C  -0.0057  -1.2771  -0.8700
C  1.0638  -1.4928  0.2357
C  2.1192  -0.1998  1.8548
N  1.5875  -0.2066  0.7157
N  0.4036  1.0553  -1.4814
H  -2.1772  1.2837  -1.7560
H  -2.7456  0.0713  -0.6391
H  -2.2119  -0.4240  -2.2144
H  -0.5850  0.4795  0.2120
H  -0.8487  -1.9345  -0.6474
H  0.3760  -1.5705  -1.8428
H  0.6464  -2.0944  1.0404
H  1.9082  -2.0081  -0.2100
H  2.5479  0.7178  2.2436
H  2.1276  -1.0839  2.5010
H  1.1439  1.1852  -0.7732
H  0.0049  1.9567  -1.7416
H  0.8167  0.6168  -2.3033
H  -1.6606  1.7350  3.2189
H  -0.5361  1.6024  2.1940
O  -1.3728  1.2058  2.4687

Atoms 1-3, force components in eV/Å:
C -0.4 -0.2 -0.5
C 0.5 0.5 -0.4
C -0.5 -0.3 1.3


DFT (ωB97M-V/def2-TZVPD) results for C27H27CrN14O3S2 as an isolated structure.

Computed properties:
energy above the lowest of the compared OMol25 structures with the same formula, charge and spin	318.7	kJ/mol
HOMO-LUMO gap (alpha / beta)	4.095 / 3.904	eV
total charge	-2
⟨S²⟩	3.81
2S+1	4

Element x y z (Å)
Cr  0.1215  -1.3628  0.1891
N  1.9999  -4.1193  -0.9641
C  0.6116  -4.2413  -0.9739
N  -0.0114  -5.1862  -1.6380
N  -1.3226  -4.9533  -1.3826
N  -1.4616  -3.9310  -0.6175
N  -0.2267  -3.4376  -0.3092
C  2.5620  -3.4286  0.0815
N  3.6063  -3.8305  0.8046
N  3.6802  -2.9652  1.8141
N  2.7407  -2.1068  1.6622
N  2.0266  -2.3215  0.5626
H  2.4897  -4.9486  -1.2569
S  -2.2478  -0.9006  0.2062
C  -2.2327  -0.5390  -1.4949
N  -3.2340  -0.0401  -2.1679
N  -4.3154  0.2351  -1.4568
C  -5.4518  0.7782  -2.0461
C  -6.5523  1.0654  -1.2418
C  -7.6969  1.6134  -1.7969
C  -7.7666  1.8829  -3.1563
C  -6.6654  1.5942  -3.9553
C  -5.5143  1.0456  -3.4141
N  -1.1364  -0.7764  -2.3203
N  -0.1080  -1.1375  -1.7410
C  0.9787  -1.4925  -2.6131
C  0.7618  -2.2892  -3.7269
C  1.8410  -2.6669  -4.5073
C  3.1254  -2.2439  -4.1818
C  3.3274  -1.4265  -3.0785
C  2.2524  -1.0464  -2.2902
H  -4.2828  0.0510  -0.4566
H  -6.5034  0.8610  -0.1779
H  -8.5443  1.8333  -1.1595
H  -8.6603  2.3170  -3.5861
H  -6.7012  1.8014  -5.0176
H  -4.6513  0.8186  -4.0251
H  -0.2424  -2.6269  -3.9462
H  1.6787  -3.3032  -5.3680
H  3.9667  -2.5551  -4.7886
H  4.3211  -1.0828  -2.8236
H  2.3867  -0.3789  -1.4459
N  0.7819  -1.1136  2.4262
C  2.3237  -0.9819  2.6514
C  2.7176  -1.3069  4.0246
C  3.4128  -0.4278  4.8269
C  3.8531  0.8119  4.3779
C  3.5872  1.1332  3.0501
C  2.8767  0.3071  2.2058
S  4.6988  1.9279  5.4675
O  5.1467  3.0276  4.6091
O  3.7109  2.3443  6.4681
O  5.8004  1.1642  6.0595
H  0.4362  -1.7820  3.1115
H  0.4089  -0.2011  2.6638
H  2.4217  -2.2882  4.3904
H  3.6443  -0.7055  5.8506
H  3.9713  2.0807  2.6836
H  2.6907  0.5834  1.1767
C  -1.5113  3.5357  0.5104
C  -0.0551  3.2039  0.8670
C  0.8985  4.0887  0.0586
C  0.1806  3.4272  2.3701
C  0.1863  1.7844  0.5631
C  0.3743  0.6105  0.3192
H  -1.7413  4.5735  0.7710
H  -2.1922  2.8740  1.0491
H  -1.6856  3.3935  -0.5589
H  0.6638  5.1435  0.2292
H  0.8060  3.8787  -1.0090
H  1.9314  3.9106  0.3606
H  0.0009  4.4741  2.6338
H  1.2055  3.1700  2.6420
H  -0.4933  2.8000  2.9566

Atoms 1-3, force components in eV/Å:
Cr 0.4 -0.5 2.8
N 0.0 0.2 -0.1
C 0.0 0.0 0.1


DFT (ωB97M-V/def2-TZVPD) results for C17H58MnO17 as an isolated structure.

Computed properties:
HOMO-LUMO gap (alpha / beta)	8.456 / 8.953	eV
total charge	0
⟨S²⟩	8.75
2S+1	6

Element x y z (Å)
Mn  -0.1487  -0.3299  -0.1478
C  -2.4275  -3.5448  -1.5602
C  -1.5980  -2.3950  -1.0921
O  -1.2337  -1.4590  -1.8420
O  -1.1814  -2.3193  0.1094
H  -3.4555  -3.4217  -1.2194
H  -2.0852  -4.4921  -1.1435
H  -2.3143  -3.4987  -2.6433
C  0.9247  3.6830  -0.3506
C  0.6210  2.1775  -0.3456
O  -0.0964  1.6758  -1.2320
O  1.1377  1.4412  0.5177
H  1.2844  4.0160  -1.3242
H  1.7351  3.8142  0.3664
H  0.0534  4.2848  -0.0921
C  2.5906  -0.6619  -1.7648
O  1.6144  -1.3297  -0.9799
H  3.4983  -0.5043  -1.1822
H  2.9194  -1.3352  -2.5565
H  2.1468  0.2286  -2.2098
H  1.9270  -2.2041  -0.7362
C  2.0065  -4.9510  -0.3390
O  2.7170  -3.7190  -0.6636
H  2.1638  -5.0759  0.7323
H  0.9710  -4.8865  -0.6731
H  2.4501  -5.7582  -0.9218
H  3.6642  -3.8737  -0.6419
C  -2.4529  -1.1345  4.1472
O  -2.8755  -0.1067  3.2579
H  -2.3192  -0.7557  5.1605
H  -3.2956  -1.8207  4.2318
H  -1.5329  -1.5962  3.7886
H  -3.7242  0.2265  3.5584
C  -1.0473  2.9141  3.6466
O  -1.3630  4.1464  4.3338
H  -0.0786  3.0446  3.1643
H  -0.9631  2.0669  4.3272
H  -1.8659  2.6827  2.9651
H  -2.3128  4.1139  4.4691
C  -2.2113  -4.5800  3.0722
O  -1.1149  -4.4967  2.1515
H  -3.2087  -4.5239  2.6363
H  -2.2219  -5.5890  3.4846
H  -2.1114  -3.9408  3.9494
H  -1.2117  -3.7774  1.5232
C  0.5984  -0.0953  -4.5934
O  -0.4945  -0.9867  -4.5018
H  1.5703  -0.5359  -4.3710
H  0.6369  0.5498  -5.4711
H  0.5471  0.5874  -3.7453
H  -0.6421  -1.2344  -3.5861
C  2.4581  0.6504  4.4877
O  1.1253  0.2327  4.2465
H  2.5114  1.7255  4.3163
H  2.8154  0.3405  5.4698
H  3.1839  0.1908  3.8168
H  0.6396  0.4553  5.0441
C  3.4588  2.3129  -3.6031
O  4.0296  1.0791  -3.9664
H  4.2124  2.9286  -3.1120
H  3.1789  2.8729  -4.4953
H  2.5482  2.2407  -3.0084
H  3.8743  0.9479  -4.9046
C  -2.4538  4.0585  -2.2254
O  -1.8186  3.0568  -3.0017
H  -3.0840  4.7553  -2.7780
H  -3.0800  3.6193  -1.4488
H  -1.6852  4.6226  -1.6971
H  -1.2087  2.5763  -2.4371
C  4.4816  1.8379  0.2026
O  3.8589  0.9570  1.1630
H  4.3168  1.4600  -0.8064
H  3.9652  2.7974  0.2333
H  5.5546  1.9193  0.3759
H  2.9502  0.8131  0.8890
C  -3.0467  0.8297  0.2106
O  -1.7936  0.5237  0.8766
H  -3.5460  -0.0916  -0.0892
H  -3.6970  1.4571  0.8201
H  -2.8802  1.3897  -0.7097
H  -2.0323  0.3687  1.7935
C  -3.9629  0.6220  -3.6011
O  -4.2186  1.9236  -4.1047
H  -3.0185  0.2678  -4.0144
H  -3.8392  0.5257  -2.5225
H  -4.7838  -0.0482  -3.8561
H  -3.5687  2.5212  -3.7277
C  1.6037  -1.9093  1.9930
O  0.5747  -0.9038  1.8083
H  2.5699  -1.4253  1.8506
H  1.5580  -2.2081  3.0402
H  1.5092  -2.6803  1.2283
H  0.5491  -0.3338  2.5803

Atoms 1-3, force components in eV/Å:
Mn 0.2 -0.4 -0.5
C 0.3 0.2 -0.4
C 1.3 0.8 1.6


DFT (ωB97M-V/def2-TZVPD) results for an isolated molecule of C3H7NO.

Computed properties:
energy above the lowest of the compared OMol25 structures with the same formula, charge and spin	165.5	kJ/mol
SMILES	C[C@@H](N)C=O
HOMO-LUMO gap	10.239	eV
total charge	0

Element x y z (Å)
C  -0.5712  0.4357  1.3012
C  0.5105  0.2320  0.2420
N  1.2771  -0.9622  0.4077
C  -0.0713  0.1359  -1.2285
O  -1.2703  0.3049  -1.2560
H  -0.3772  1.0351  2.1966
H  -0.7336  -0.5718  1.6958
H  -1.5978  0.6942  0.9657
H  1.2093  1.1232  0.3016
H  0.7311  -1.8164  0.4921
H  1.9866  -0.9629  1.1270
H  0.6194  -0.0343  -2.0488

Atoms 1-3, force components in eV/Å:
C -1.6 -1.0 0.5
C 0.7 1.4 -0.7
N 1.0 -1.0 -0.1